No. 1
The following is a quantum chemistry calculation of a 9-piece molecular cluster, C22H49N9O24S2 overall in a non-equilibrium geometry, from the Open Molecules 2025 dataset.

Output
Kohn-Sham gap   9.0 eV
Highest occupied orbital energy   -0.3360 Eh
SMILES string   COCOC(=O)N(CCCCO)SCC(=O)OC[C@H](C)OC(=O)CS.C[N+](=O)[O-].C[N+](=O)[O-].C[N+](=O)[O-].C[N+](=O)[O-].C[N+](=O)[O-].C[N+](=O)[O-].C[N+](=O)[O-].C[N+](=O)[O-]

Each line ends with the Mulliken charge.
CARTESIAN COORDINATES (ANGSTROEM)
C: 1.30329 -1.38246 2.19194  -0.473
O: 1.47492 -2.20588 1.05054  -0.257
C: 0.39609 -2.22693 0.19443  -0.565
O: 0.16423 -0.89373 -0.34262  0.258
C: -1.04707 -0.72163 -0.94981  0.236
O: -1.12073 -0.50907 -2.13446  -0.675
N: -2.15383 -0.88387 -0.09411  0.333
C: -2.09616 -0.32628 1.26721  -0.163
C: -2.53782 -1.30496 2.36154  -1.226
C: -4.04031 -1.30478 2.69142  -0.058
C: -4.37139 -0.90723 4.14053  -0.421
O: -5.16841 0.27223 4.23310  -0.511
S: -3.65570 -0.90486 -0.91070  -0.166
C: -4.43653 0.70979 -0.66539  -0.262
C: -3.73287 2.02892 -0.85445  0.549
O: -4.36353 3.05024 -0.67787  -0.596
O: -2.43668 2.03785 -1.19991  -0.230
C: -1.68331 3.05878 -0.53230  -0.655
C: -0.34786 3.27274 -1.23438  0.106
C: 0.68451 2.21381 -0.89951  -0.676
O: 0.11678 4.62657 -0.99393  -0.435
C: 0.94308 4.83558 0.06662  0.469
O: 2.12992 4.92109 -0.07974  -0.556
C: 0.32811 4.99556 1.44043  -0.466
S: -1.24875 5.89453 1.38536  -0.200
H: 0.26252 -1.37886 2.51208  0.091
H: 1.60284 -0.35877 1.95823  0.224
H: 1.90017 -1.74889 3.02181  0.285
H: 0.65469 -2.89632 -0.62281  0.301
H: -0.50686 -2.59436 0.68575  0.310
H: -2.65717 0.60922 1.32853  0.616
H: -1.05315 -0.07681 1.44014  0.100
H: -1.96266 -1.06477 3.25722  0.496
H: -2.20326 -2.29157 2.04331  0.038
H: -4.41981 -2.31336 2.52937  0.385
H: -4.57129 -0.64357 2.00773  -0.288
H: -4.88228 -1.73287 4.64244  0.206
H: -3.46201 -0.68884 4.69734  0.397
H: -5.80554 0.23073 3.51294  0.328
H: -5.24884 0.70233 -1.39555  0.529
H: -4.91448 0.79914 0.30588  -0.090
H: -2.21200 4.00552 -0.52800  0.667
H: -1.53346 2.75842 0.50872  0.164
H: -0.55015 3.22638 -2.30432  0.326
H: 0.55197 1.84081 0.11677  0.193
H: 0.52597 1.38714 -1.58926  -0.312
H: 1.70473 2.55922 -1.05560  0.760
H: 0.23213 4.00525 1.88725  0.290
H: 1.04444 5.57520 2.01410  0.421
H: -1.29137 6.19871 2.68457  0.138
C: 2.07337 -0.49516 -3.26533  -0.696
N: 2.56503 0.19417 -4.48188  1.007
O: 3.14413 -0.45790 -5.32368  -0.586
O: 2.38604 1.39478 -4.54896  -0.636
H: 2.34072 -1.53944 -3.33362  0.363
H: 2.56384 -0.02555 -2.41858  0.295
H: 0.99741 -0.35800 -3.20248  0.292
C: -5.48342 4.69334 -3.10854  -0.517
N: -6.31126 4.61085 -4.34324  0.926
O: -7.15590 3.74163 -4.39865  -0.541
O: -6.08551 5.42246 -5.21312  -0.560
H: -5.79657 3.91106 -2.43175  0.157
H: -4.44563 4.56898 -3.40090  0.252
H: -5.63835 5.67840 -2.67936  0.280
C: 2.67265 -5.05804 4.93026  -0.755
N: 1.58073 -4.05671 4.77533  0.924
O: 1.65137 -3.03687 5.43053  -0.534
O: 0.68149 -4.33203 4.01089  -0.505
H: 3.38761 -4.67635 5.64742  0.299
H: 2.20619 -5.97520 5.27666  0.300
H: 3.13189 -5.20071 3.95764  0.287
C: 1.30232 -7.24446 -0.20714  -0.852
N: 0.86152 -5.82858 -0.33304  0.969
O: 0.26798 -5.33429 0.59922  -0.485
O: 1.13203 -5.26354 -1.37180  -0.522
H: 0.99287 -7.61035 0.76388  0.320
H: 0.83460 -7.79963 -1.01395  0.303
H: 2.38216 -7.25587 -0.31606  0.300
C: 6.50558 -1.88515 -2.71919  -0.774
N: 5.46470 -2.16163 -1.69220  0.847
O: 4.30488 -2.04622 -2.01486  -0.461
O: 5.84173 -2.47832 -0.58322  -0.535
H: 6.00586 -1.61453 -3.64130  0.252
H: 7.11868 -1.07095 -2.34533  0.326
H: 7.09618 -2.78927 -2.82932  0.295
C: 5.24651 3.02679 -5.43862  -0.403
N: 6.43030 2.59721 -4.64357  0.899
O: 6.27558 1.70749 -3.83039  -0.522
O: 7.48023 3.15802 -4.86465  -0.552
H: 4.39457 2.43818 -5.12503  0.043
H: 5.08968 4.08384 -5.24816  0.289
H: 5.48495 2.85860 -6.48403  0.281
C: -7.50627 3.53365 0.82880  -0.446
N: -7.70255 2.32589 1.67841  0.871
O: -6.78293 1.53231 1.73969  -0.519
O: -8.75835 2.21072 2.25144  -0.557
H: -6.51489 3.48440 0.39051  0.006
H: -8.28471 3.52141 0.07184  0.309
H: -7.61942 4.39874 1.47463  0.308
C: 6.94882 -2.90484 2.44560  -0.662
N: 6.79277 -4.08848 3.33079  0.873
O: 7.73575 -4.83374 3.46789  -0.535
O: 5.70875 -4.23293 3.86064  -0.518
H: 7.95534 -2.90502 2.04685  0.300
H: 6.20991 -2.99465 1.65587  0.277
H: 6.75554 -2.02353 3.04908  0.289

Atoms 1-2, force components in eV/Å:
-0.1961 0.2271 -0.0667
0.0128 0.0620 -0.1479

---

No. 2
The following is a quantum chemistry calculation of CH7N2P3 as an isolated structure in a non-equilibrium geometry, from the Open Molecules 2025 dataset.

Output
Kohn-Sham gap   8.7 eV
Highest occupied orbital energy   -0.3146 Eh

Each line ends with the natural charge from an NBO analysis.
CARTESIAN COORDINATES (ANGSTROEM)
C: 0.99862 -1.03199 0.71396  -0.446
N: 0.83120 0.35950 0.30743  -1.014
N: -1.59624 -0.08536 -0.16059  -1.309
P: -0.56433 1.06575 -0.27044  1.280
P: 2.18303 1.27258 -0.39542  0.539
P: -3.28836 0.17402 -0.08442  0.548
H: 1.79439 -1.24564 1.44410  0.214
H: 0.02375 -1.40929 1.25086  0.238
H: 1.04877 -1.63094 -0.20637  0.204
H: 2.37482 0.39365 -1.38365  -0.076
H: 3.02976 0.46689 0.39324  -0.042
H: -3.40430 0.05084 -1.49396  -0.054
H: -3.43111 1.61999 -0.11473  -0.085

Atoms 1-2, force components in eV/Å:
-2.5727 -1.0693 0.6637
0.5114 1.1960 -0.3020

---

No. 3
The following is a quantum chemistry calculation of C23H18AuN2O5S as an isolated structure in a non-equilibrium geometry, from the Open Molecules 2025 dataset.

Output
Kohn-Sham gap   6.6 eV
Highest occupied orbital energy   -0.1720 Eh
Net charge   -1

Each line ends with the natural charge from an NBO analysis.
CARTESIAN COORDINATES (ANGSTROEM)
Au: 0.02554 0.25865 -0.80815  1.190
O: -0.61245 -0.38320 -2.78308  -0.794
C: -1.15030 -1.57574 -2.92472  0.370
C: -2.27559 -1.67591 -3.77136  -0.235
C: -2.83491 -2.88668 -4.11607  -0.207
C: -2.31583 -4.07901 -3.61009  -0.290
C: -1.24972 -4.00823 -2.73849  -0.158
C: -0.65703 -2.79617 -2.36022  -0.205
C: 0.41413 -2.89967 -1.36522  0.102
N: 0.97844 -1.89641 -0.83880  -0.390
N: 1.97069 -2.08635 0.09605  -0.457
C: 2.15594 -0.99709 0.80268  0.547
O: 1.52372 0.13403 0.78050  -0.758
C: 3.26857 -1.06348 1.80812  -0.037
C: 4.00975 -2.22585 2.01001  -0.192
C: 5.03769 -2.24424 2.93963  -0.231
C: 5.33480 -1.10488 3.68153  -0.219
C: 4.59367 0.05202 3.48747  -0.227
C: 3.56368 0.07071 2.55555  -0.195
H: -2.66781 -0.74443 -4.16065  0.209
H: -3.69194 -2.91067 -4.77955  0.199
H: -2.74826 -5.03315 -3.88261  0.200
H: -0.84351 -4.92151 -2.31415  0.196
H: 0.70471 -3.90329 -1.03395  0.160
H: 3.75958 -3.10363 1.42857  0.234
H: 5.61006 -3.15174 3.09137  0.203
H: 6.13917 -1.12082 4.40722  0.202
H: 4.81545 0.94148 4.06509  0.205
H: 2.97233 0.96227 2.39640  0.237
O: -4.98878 5.75410 2.65279  -0.685
C: -3.72596 5.55654 2.18108  0.780
O: -2.98303 6.50029 2.12470  -0.592
C: -3.38282 4.18555 1.72876  -0.267
C: -4.29545 3.13076 1.65677  -0.168
C: -3.91651 1.88433 1.20157  -0.256
C: -2.59676 1.63093 0.78750  -0.137
S: -2.19613 0.03769 0.21705  -0.363
C: -1.68239 2.69526 0.87324  -0.200
C: -2.07099 3.93896 1.32870  -0.149
H: -5.46315 4.91353 2.66531  0.477
H: -5.33583 3.25711 1.94563  0.177
H: -4.63833 1.07900 1.14901  0.217
H: -0.65424 2.52741 0.57422  0.207
H: -1.35807 4.75179 1.38875  0.229
C: 2.41139 0.01987 -2.60223  -0.751
C: 1.59383 1.02359 -1.85075  0.548
O: 1.68841 2.19146 -1.78612  -0.492
H: 3.16387 0.53907 -3.19453  0.220
H: 1.73127 -0.56379 -3.22060  0.280
H: 2.86911 -0.66049 -1.88392  0.266

Atoms 1-2, force components in eV/Å:
-0.2682 0.4409 -0.2190
-0.0553 0.1222 0.0770

---

No. 4
The following is a quantum chemistry calculation of C3H5NO2 as an isolated structure in a non-equilibrium geometry, from the Open Molecules 2025 dataset.

Output
Kohn-Sham gap   8.4 eV
Highest occupied orbital energy   -0.2874 Eh

Each line ends with the natural charge from an NBO analysis.
CARTESIAN COORDINATES (ANGSTROEM)
N: -0.20718 1.60937 -0.58285  -0.824
C: 0.07573 0.30924 -0.15805  -0.040
C: 0.93728 -0.81980 -0.65079  -0.078
O: 0.68662 -1.52710 0.60896  -0.500
C: -0.05568 -0.41142 0.94922  0.480
O: -0.92442 -0.39822 1.97232  -0.664
H: -0.65156 2.16265 0.14181  0.383
H: -0.71882 1.66395 -1.45453  0.372
H: -1.68368 -0.58978 1.39867  0.491
H: 0.55425 -1.42950 -1.47611  0.189
H: 1.98745 -0.56940 -0.74864  0.190

Atoms 1-2, force components in eV/Å:
0.0187 0.1423 -0.1036
0.3850 -0.1328 0.1681

---

Number 1: total energy -107806.428 eV. Number 2: total energy -31995.615 eV. Number 3: total energy -51889.146 eV. Number 4: total energy -8774.591 eV.